2 unconnected molecules or ions with the total composition C3H9NO2S2 in a non-equilibrium geometry, computed with ωB97M-V with the def2-TZVPD basis set.

Output
multiplicity	2
HOMO (alpha / beta)	-0.5041 / -0.5030	Eh
total charge	+1
ΔE to the lowest compared entry with this formula, charge and spin	2.6	kcal/mol
orbital gap (alpha / beta)	0.3320 / 0.1778	Ha

Bonds (Å) are listed after each position.
Element x y z (Å)
1 S 2.002 1.042 1.781  S2 2.023, C7 1.843
2 S 1.573 0.071 3.503  S1 2.023, H17 1.333
3 O 0.166 -0.229 -2.645  C8 1.205
4 O -1.432 -2.042 0.171  H12 0.964, H15 0.961
5 N -1.521 0.585 -1.402  C8 1.371, H10 1.007, H13 1.006
6 C 0.783 0.990 -0.682  C7 1.518, C8 1.520, H9 1.091, H11 1.094
7 C 0.635 0.416 0.715  S1 1.843, C6 1.518, H14 1.093, H16 1.097
8 C -0.195 0.333 -1.642  O3 1.205, N5 1.371, C6 1.520
9 H 1.774 0.785 -1.091  C6 1.091
10 H -2.261 0.033 -1.803  N5 1.007
11 H 0.679 2.077 -0.747  C6 1.094
12 H -1.821 -2.881 -0.102  O4 0.964
13 H -1.812 1.352 -0.819  N5 1.006
14 H -0.378 0.472 1.120  C7 1.093
15 H -1.536 -1.454 -0.582  O4 0.961
16 H 0.847 -0.660 0.742  C7 1.097
17 H 2.497 -0.890 3.485  S2 1.333

Partial atomic charges computed with the Löwdin method, in multiples of e: 0.75, 0.58, 0.12, -0.05, 0.16, -0.17, -0.47, -0.55, 0.13, 0.12, 0.14, 0.06, 0.12, 0.10, -0.01, 0.09, -0.11